(1)
C3H3N | wB97M-V/def2-TZVPD

Relative energy (zero: lowest compared OMol25 entry of this formula, charge and spin) = 56.3 kcal/mol
LUMO energy = 0.129 eV
HOMO energy = -0.33341 Ha
Frontier orbital gap = 9.201 eV
Total charge = 0

Positions of all 7 atoms, in Å:
C 0.0347 -0.2938 -0.1147
C 1.2763 -0.6868 -0.1150
C -1.0387 0.3186 -0.0307
N -2.1397 0.7501 -0.0171
H -1.7360 1.6628 0.4728
H 1.5318 -1.6645 -0.5099
H 2.0715 -0.0864 0.3145

---

(2)
C17H17BN8O6Zn | wB97M-V/def2-TZVPD

LUMO energy (spin up / spin down) = -11.694 / -10.529 eV
HOMO energy (spin up / spin down) = -0.54425 / -0.53746 Ha
Frontier orbital gap (spin up / spin down) = 3.116 / 4.096 eV
Total charge = +2

Positions of all 50 atoms, in Å:
C 2.1979 -1.7995 1.9331
N 1.9775 -1.6730 0.6177
N 2.8372 -2.5568 -0.0339
C 3.5180 -3.2748 0.8890
C 3.1474 -2.8132 2.1681
B 2.8572 -2.5022 -1.5964
N 1.4103 -2.8119 -2.0882
N 0.4103 -1.9434 -1.6622
C -0.6940 -2.2544 -2.3637
C -0.4427 -3.3785 -3.1771
C 0.8965 -3.7028 -2.9621
Zn 0.9027 -0.3458 -0.3656
N 3.1579 -1.0392 -2.0920
N 2.3091 -0.0103 -1.6951
C 2.6906 1.1088 -2.3413
C 3.7905 0.8034 -3.1723
C 4.0559 -0.5527 -2.9694
H 2.1964 2.0631 -2.1795
H 4.8361 -1.2015 -3.3578
H 4.3147 1.4831 -3.8198
H 3.6692 -3.2348 -2.0533
H 1.5044 -4.4878 -3.3995
H 4.2426 -4.0211 0.5682
H -1.1434 -3.8592 -3.8373
H 3.5440 -3.1248 3.1268
H -1.5975 -1.6707 -2.2819
H 1.6947 -1.1392 2.6364
H -1.6282 1.0609 -2.7611
C -2.6798 1.3740 -2.7506
H -3.0143 1.3519 -3.7898
H -3.2904 0.6818 -2.1704
H -2.7834 2.3677 -2.3045
O 1.0988 2.3944 1.4844
C 0.0280 1.8207 1.3083
O -0.2886 0.8489 0.4748
C -1.2261 2.1896 2.0750
C -2.4456 1.7997 1.5006
C -3.6645 1.9380 2.1783
C -3.6941 2.5049 3.4534
C -2.4970 2.9452 4.0171
C -1.2633 2.8512 3.3086
N -2.6055 3.4208 5.3753
O -3.7537 3.3964 5.8870
O -1.5929 3.8201 5.9800
N -4.8528 1.4570 1.5263
O -4.7243 1.0089 0.3592
O -5.9395 1.5030 2.1391
H -2.4890 1.3534 0.5135
H -4.6277 2.5699 4.0032
H -0.3497 3.2809 3.7011

---

(3)
C4H12NO2S | wB97M-V/def2-TZVPD

Relative energy (zero: lowest compared OMol25 entry of this formula, charge and spin) = 5.9 kcal/mol
LUMO energy (spin up / spin down) = 0.586 / 0.220 eV
HOMO energy (spin up / spin down) = -0.28998 / -0.33152 Ha
Spin multiplicity = 2
Frontier orbital gap (spin up / spin down) = 8.477 / 9.241 eV
Total charge = 0
Expectation value of S² = 0.7536

Positions of all 20 atoms, in Å:
O 0.0259 -1.9119 0.2417
C -0.6411 -0.8326 -0.4365
C 0.0680 0.4625 -0.2624
C 0.0088 1.1881 1.0318
C -1.4115 1.5449 1.4605
S -2.2769 2.6221 0.2146
N 1.0249 0.8750 -1.2130
H -1.7137 -0.8399 -0.1982
H -0.5508 -1.1310 -1.4778
H 0.6319 2.0782 1.0021
H 0.3920 0.5163 1.8204
H -2.0644 0.6768 1.5562
H -1.4925 2.0712 2.4100
H -1.8729 1.8595 -0.8116
H 0.6125 1.0705 -2.1192
H -0.0792 -1.8607 1.1981
H 1.7476 0.1744 -1.3622
H 1.8600 -3.1097 -0.6584
H 3.3247 -2.7533 -1.0547
O 2.4068 -2.7004 -1.3414

---

(4)
C3H6OS4 | wB97M-V/def2-TZVPD

Relative energy (zero: lowest compared OMol25 entry of this formula, charge and spin) = 42.8 kcal/mol
LUMO energy = -0.942 eV
HOMO energy = -0.33758 Ha
Frontier orbital gap = 8.244 eV
Total charge = 0

Positions of all 14 atoms, in Å:
C -1.0174 1.4028 -0.5505
C 0.3855 -0.2911 0.7524
C 0.1849 0.5280 -0.5203
O -2.2682 0.1591 -0.2876
S -1.3179 2.5977 -1.7701
S -1.2969 2.8953 0.3078
S 1.0405 0.6438 2.1232
S 0.1649 -0.6369 -2.0236
H -0.5622 -0.5476 1.0524
H 1.0793 -1.1578 0.4582
H 1.0848 1.1640 -0.7512
H -2.9091 0.8290 -0.1399
H -0.0714 1.3325 1.8495
H 0.3428 0.3484 -2.9419

---

(5)
C28H20HfN5O4 | wB97M-V/def2-TZVPD

Relative energy (zero: lowest compared OMol25 entry of this formula, charge and spin) = 34.4 kcal/mol
LUMO energy = -3.854 eV
HOMO energy = -0.42354 Ha
Frontier orbital gap = 7.671 eV
Total charge = +1

Positions of all 58 atoms, in Å:
Hf 0.6682 1.7957 1.9823
O 0.7315 -0.2183 2.5027
C -0.1476 -0.4872 1.5757
N -0.5045 -1.6709 1.1358
C -1.4938 -1.5488 0.0470
C -1.6490 0.0081 0.0050
O -2.3831 0.6280 -0.6950
N -0.7643 0.5513 0.9561
C -0.9184 -1.9917 -1.2921
C 0.4196 -2.3437 -1.4292
C 0.9297 -2.6839 -2.6760
C 0.1092 -2.6617 -3.7914
C -1.2258 -2.2963 -3.6598
C -1.7387 -1.9601 -2.4188
C -2.7942 -2.2313 0.4555
C -3.5877 -1.6485 1.4430
C -4.7474 -2.2699 1.8729
C -5.1276 -3.4875 1.3178
C -4.3409 -4.0729 0.3395
C -3.1767 -3.4468 -0.0924
H -0.1764 -2.5422 1.5223
H 1.0789 -2.3580 -0.5715
H 1.9711 -2.9648 -2.7702
H 0.5067 -2.9269 -4.7621
H -1.8716 -2.2716 -4.5284
H -2.7766 -1.6638 -2.3244
H -3.3069 -0.6896 1.8709
H -5.3632 -1.8032 2.6317
H -6.0388 -3.9718 1.6443
H -4.6307 -5.0211 -0.0961
H -2.5694 -3.9128 -0.8583
O 1.7426 5.5209 2.8990
C 1.9480 4.4515 2.4303
O 1.4239 3.2831 2.9383
H 2.5707 4.2831 1.5499
N 7.4625 1.4797 -5.5817
C 6.6918 1.5319 -4.7310
C 5.7194 1.5943 -3.6638
C 5.9005 0.8245 -2.5180
C 4.9697 0.8810 -1.4980
C 3.8510 1.7076 -1.6182
C 3.6745 2.4780 -2.7697
C 4.6065 2.4214 -3.7888
C 2.8792 1.7644 -0.5645
C 2.0473 1.7758 0.3289
H 6.7698 0.1873 -2.4336
H 5.1028 0.2861 -0.6043
H 2.8036 3.1132 -2.8604
H 4.4773 3.0134 -4.6841
N -2.7439 1.9546 4.8420
C -2.7829 3.2001 4.2552
C -1.7233 3.2323 3.4158
N -1.0447 2.0238 3.4849
C -1.6936 1.2800 4.3572
H -3.3873 1.6109 5.5367
H -3.5360 3.9330 4.4862
H -1.3873 4.0497 2.7987
H -1.4235 0.2803 4.6562

---

(6)
C27H69Cl6N3O9 | wB97M-V/def2-TZVPD

LUMO energy = 0.025 eV
HOMO energy = -0.32168 Ha
Frontier orbital gap = 8.778 eV
Total charge = 0

Positions of all 114 atoms, in Å:
Cl 3.4553 33.5421 56.9784
C 1.7767 33.7677 56.3863
C 1.2979 32.5564 55.5126
Cl 2.2708 32.4698 54.0110
H 1.6413 34.7086 55.8529
H 1.1195 33.9142 57.2435
H 0.2512 32.6459 55.2218
H 1.5071 31.5907 55.9729
Cl -3.7669 26.1880 47.0403
C -2.3708 26.6359 48.0129
C -2.7194 26.6764 49.5090
Cl -4.0412 27.8047 49.8795
H -1.9391 27.5613 47.6318
H -1.5172 25.9813 47.8368
H -1.8654 26.9082 50.1454
H -3.0366 25.7280 49.9425
Cl 6.4452 20.7442 41.2294
C 5.3768 21.7969 42.1972
C 5.2142 23.1479 41.4576
Cl 4.3217 23.0944 39.9129
H 5.9006 22.0775 43.1110
H 4.3977 21.3367 42.3303
H 6.2315 23.5275 41.3630
H 4.6934 23.8476 42.1112
C 6.3412 34.5158 46.9009
O 5.8839 35.4109 45.8417
H 7.3868 34.7224 47.1294
H 5.7057 34.6292 47.7792
H 6.2828 33.4918 46.5319
H 6.2257 36.2880 46.0298
C 4.0372 27.9896 47.9234
O 4.1815 28.2519 46.4958
H 4.9811 27.6005 48.3051
H 3.9825 28.9628 48.4113
H 3.2988 27.2611 48.2584
H 3.6109 28.9815 46.2435
C 9.4147 28.6000 42.2570
O 9.0680 27.8926 43.4216
H 10.3415 28.1271 41.9323
H 8.7265 28.4040 41.4348
H 9.4920 29.6538 42.5249
H 8.2208 28.0420 43.8476
C 2.2283 22.2525 51.9003
O 2.3837 22.6641 50.5319
C 2.2646 21.5823 49.5458
C 3.6801 21.0033 49.2038
N 4.6777 22.0363 48.9924
C 6.0429 21.4926 49.1168
C 7.0554 22.6261 48.8298
O 7.1070 23.4639 49.9235
C 8.0520 24.5215 49.7760
H 1.4664 21.4784 51.9913
H 1.9323 23.1012 52.5168
H 3.0808 21.7321 52.3368
H 1.8412 21.9555 48.6133
H 1.7044 20.7450 49.9620
H 3.5825 20.3645 48.3260
H 4.0580 20.5029 50.0953
H 4.5396 22.7711 49.6714
H 6.1548 20.7307 48.3454
H 6.3332 20.9929 50.0410
H 6.7325 23.1961 47.9586
H 8.0273 22.1599 48.6677
H 8.6302 24.5247 48.8520
H 8.7708 24.4850 50.5946
H 7.5119 25.4632 49.8745
C -1.4973 33.2483 46.9604
O -1.4311 32.8170 45.6339
C -0.0310 32.7197 45.2348
C 0.1090 32.1441 43.8332
N 1.5321 31.9736 43.5376
C 1.8257 31.5705 42.1482
C 1.2124 30.2904 41.6179
O -0.1057 30.5293 41.1109
C -0.8263 29.3984 40.7631
H -1.1755 32.4246 47.5976
H -2.5742 33.3040 47.1196
H -0.9478 34.1585 47.2001
H 0.4367 32.0945 45.9953
H 0.3039 33.7569 45.2256
H -0.4302 32.8881 43.2468
H -0.4865 31.2391 43.7124
H 2.0906 32.7448 43.8742
H 2.9113 31.4733 42.1345
H 1.6341 32.3962 41.4630
H 1.1851 29.5611 42.4275
H 1.8744 29.8398 40.8784
H -0.9192 28.7513 41.6353
H -0.3990 28.8335 39.9346
H -1.8232 29.7019 40.4433
C 8.9828 23.6650 61.6125
O 8.9058 23.6949 60.2210
C 7.7636 23.0483 59.6735
C 7.5911 23.2832 58.1563
N 7.4793 24.6557 57.7583
C 7.4340 24.8857 56.3242
C 7.5030 26.3643 56.1120
O 8.8575 26.7316 56.3008
C 9.0321 28.1414 56.3503
H 8.0598 23.9373 62.1244
H 9.7706 24.3265 61.9730
H 9.3427 22.6876 61.9337
H 6.8065 23.3187 60.1194
H 7.7580 21.9943 59.9512
H 6.6908 22.8166 57.7566
H 8.3997 22.7495 57.6567
H 8.3646 25.0340 58.0637
H 6.4751 24.5393 55.9389
H 8.2619 24.3521 55.8571
H 6.8021 26.8041 56.8215
H 7.2235 26.5892 55.0827
H 10.0874 28.4098 56.3006
H 8.6010 28.5860 57.2473
H 8.4845 28.6453 55.5537

---

(7)
C25H34GeN4Ni | wB97M-V/def2-TZVPD

Relative energy (zero: lowest compared OMol25 entry of this formula, charge and spin) = 0.9 kcal/mol
LUMO energy (spin up / spin down) = 0.524 / 0.505 eV
HOMO energy (spin up / spin down) = -0.20768 / -0.21406 Ha
Spin multiplicity = 3
Frontier orbital gap (spin up / spin down) = 6.175 / 6.330 eV
Total charge = 0
Expectation value of S² = 2.0148

Positions of all 65 atoms, in Å:
Ni -0.7628 0.5405 1.4527
N -2.8143 -0.2047 1.0312
C -3.7276 0.5301 1.9028
C -3.3959 2.0163 1.8153
N -2.0286 2.3039 2.2674
C -1.9490 2.3313 3.7312
C -0.5429 2.0026 4.2324
N -0.0908 0.7637 3.6040
C -1.5323 3.5556 1.6844
C -0.9301 3.3428 0.2983
N 0.0878 2.3002 0.3691
H -3.0440 -0.0509 0.0553
H -2.8444 -1.2017 1.1892
H -3.5824 0.1697 2.9216
H -4.7851 0.3897 1.6488
H -4.1340 2.6078 2.3764
H -3.4699 2.3034 0.7635
H -2.6255 1.5708 4.1234
H -2.2775 3.3009 4.1306
H -0.5693 1.9474 5.3266
H 0.1500 2.8015 3.9620
H -0.5470 -0.0387 4.0210
H 0.9055 0.6268 3.7054
H -0.7510 3.9553 2.3346
H -2.3312 4.3079 1.6337
H -0.5511 4.3051 -0.0660
H -1.7053 3.0119 -0.3970
H 0.8695 2.5934 0.9439
H 0.4633 2.0793 -0.5462
C 0.2166 -1.0468 0.9488
Ge 0.9620 -1.4419 -0.7658
C -0.3483 -1.1421 -2.2213
C -0.3224 -1.8420 -3.4249
C -1.2473 -1.5751 -4.4271
C -2.2098 -0.5928 -4.2440
C -2.2502 0.1156 -3.0495
C -1.3306 -0.1660 -2.0488
C 1.6766 -3.2762 -0.9723
C 3.0384 -3.5511 -1.0630
C 3.4984 -4.8612 -1.1031
C 2.5983 -5.9154 -1.0557
C 1.2363 -5.6576 -0.9718
C 0.7841 -4.3469 -0.9276
C 2.3917 -0.1059 -1.1224
C 3.3739 0.0866 -0.1496
C 4.3056 1.1083 -0.2592
C 4.2607 1.9725 -1.3465
C 3.2907 1.7971 -2.3225
C 2.3663 0.7646 -2.2095
H 0.4865 -1.7989 1.7038
H 0.4275 -2.6110 -3.5809
H -1.2217 -2.1354 -5.3541
H -2.9228 -0.3761 -5.0299
H -3.0024 0.8849 -2.9084
H -1.3562 0.3559 -1.0944
H 3.7483 -2.7317 -1.1080
H 4.5612 -5.0622 -1.1692
H 2.9545 -6.9379 -1.0870
H 0.5291 -6.4775 -0.9330
H -0.2804 -4.1448 -0.8562
H 3.3927 -0.5691 0.7156
H 5.0614 1.2394 0.5065
H 4.9790 2.7789 -1.4301
H 3.2566 2.4652 -3.1753
H 1.6119 0.6347 -2.9797

---

(8)
C36H68B2N9O10P3S | wB97M-V/def2-TZVPD

LUMO energy = -1.134 eV
HOMO energy = -0.29504 Ha
Frontier orbital gap = 6.895 eV
Total charge = 0

Positions of all 129 atoms, in Å:
C -6.2603 2.2830 2.0275
C -5.0680 3.1422 2.5121
B -3.9102 2.2375 3.0570
O -4.0171 1.8106 4.3656
C -2.6567 1.8202 2.1848
C -2.8704 1.4597 0.8519
C -1.8406 1.0609 0.0076
S -2.3394 0.6974 -1.6644
C -2.7261 -1.0209 -1.8232
O -1.3669 1.1112 -2.6433
O -3.6045 1.3755 -1.8536
C -0.5252 0.9725 0.4718
B 0.7002 0.5031 -0.4548
O 1.3214 1.4557 -1.2273
N 1.2116 -0.8416 -0.4955
C 1.2303 -1.2577 -1.9298
C 0.4043 -1.8091 0.2728
C -0.3089 1.3442 1.7947
C -1.3347 1.7742 2.6324
C -0.9505 2.1869 4.0193
O -1.4565 3.1160 4.5993
C 0.1549 1.3819 4.6351
C 0.1369 1.0824 5.9877
C -0.9764 1.4912 6.9324
C -1.2460 0.4144 7.9719
N -1.8548 -0.6642 7.7331
C 1.2197 0.3518 6.4756
C 2.2694 -0.0805 5.6721
P 3.5724 -1.1355 6.5059
N 3.4489 -0.6978 8.1666
O 5.0238 -0.5393 6.1072
C 2.2819 0.2249 4.2962
C 3.3973 -0.2173 3.3719
C 4.3997 0.8829 2.9780
C 4.9087 0.6110 1.5462
O 5.5316 0.8859 3.8456
C 1.1948 0.9491 3.7998
C 1.0647 1.3266 2.3553
O 2.0288 1.6310 1.6871
H -5.9091 1.4646 1.3959
H -6.9497 2.8678 1.4213
H -6.7890 1.8854 2.8914
H -5.4268 3.7991 3.3078
H -4.7009 3.7904 1.7125
H -3.7300 0.8927 4.4375
H -3.8764 1.4903 0.4557
H -2.8968 -1.2187 -2.8802
H -1.9637 -1.6910 -1.4417
H -3.6868 -1.1585 -1.3324
H 1.4827 2.2382 -0.6884
H 2.1414 -0.9202 -2.4189
H 1.1366 -2.3384 -2.0203
H 0.4048 -0.8045 -2.4875
H 0.3054 -1.5287 1.3198
H 0.8670 -2.7908 0.1709
H -0.6057 -1.9094 -0.1353
H -0.8135 2.4655 7.3911
H -1.9001 1.5740 6.3576
H -0.8759 0.5864 8.9834
H -2.1360 -0.7117 6.7510
H 1.2043 0.0990 7.5256
H 2.6146 -1.1047 8.5733
H 3.3567 0.3142 8.2576
H 5.2409 0.2809 6.5695
H 2.9883 -0.6919 2.4820
H 3.9677 -1.0008 3.8754
H 3.9575 1.8772 3.0032
H 5.7386 -0.0925 1.6478
H 5.2901 1.5257 1.0923
H 4.1575 0.1472 0.9119
H 6.2185 1.4357 3.4582
O 4.6971 3.3211 -5.5916
P 3.5886 4.2441 -5.1869
N 3.7633 5.5344 -6.3145
C 4.5983 6.6954 -6.1064
C 3.7634 5.0918 -7.7001
N 4.0740 4.5452 -3.5571
C 4.4141 5.8478 -3.0356
C 4.8713 3.5012 -2.9236
N 1.9916 4.6437 -4.8184
C 1.1569 5.6352 -5.4801
C 1.3324 3.9547 -3.7113
H 4.3790 7.4401 -6.8762
H 5.6738 6.4697 -6.1383
H 4.3689 7.1982 -5.1690
H 2.8885 4.4650 -7.9004
H 4.6594 4.5147 -7.9580
H 3.7006 5.9495 -8.3725
H 5.3712 6.2202 -3.4235
H 4.4951 5.8023 -1.9463
H 3.6262 6.5766 -3.2441
H 5.9370 3.5731 -3.1758
H 4.5221 2.5139 -3.2153
H 4.7657 3.5711 -1.8370
H 1.4190 6.6438 -5.1515
H 0.1070 5.4635 -5.2353
H 1.2260 5.5866 -6.5637
H 1.2564 4.6138 -2.8408
H 1.8817 3.0647 -3.4149
H 0.3298 3.6215 -3.9872
O -2.6995 -4.4106 -0.9623
P -2.8810 -5.6998 -1.7419
N -4.6231 -5.6174 -1.7676
C -5.4837 -6.0948 -0.7107
C -5.1347 -4.4072 -2.3852
N -2.1746 -6.7838 -0.6147
C -2.9074 -7.7648 0.1523
C -1.0456 -6.2586 0.1463
N -2.9608 -6.9119 -2.9335
C -4.1286 -7.3495 -3.6869
C -1.7423 -7.6454 -3.2774
H -6.5189 -6.0993 -1.0631
H -5.4314 -5.4854 0.2037
H -5.2799 -7.1329 -0.4565
H -4.6857 -4.2639 -3.3750
H -4.9311 -3.5092 -1.7877
H -6.2136 -4.4812 -2.5346
H -3.5278 -7.3063 0.9316
H -2.2090 -8.4471 0.6425
H -3.5297 -8.3896 -0.4923
H -1.3641 -5.6724 1.0171
H -0.4174 -5.6244 -0.4761
H -0.4214 -7.0856 0.4935
H -4.7575 -7.9993 -3.0752
H -3.8150 -7.9136 -4.5681
H -4.7263 -6.5221 -4.0561
H -1.7714 -8.6516 -2.8509
H -0.8572 -7.1423 -2.8965
H -1.6200 -7.7256 -4.3599

---

Question: What is the formula in the fifth record?
Answer: C28H20HfN5O4